(1)
C6H12N2 | ωB97M-V with the def2-TZVPD basis set

Last column: Mulliken charge in e.
Positions of all 20 atoms, in Å:
C1 1.76563 0.53121 0.80890  -0.525
C2 1.89236 -0.62848 -0.40139  -0.930
C3 0.37765 -0.59242 -0.88557  0.117
C4 -1.04699 -0.72394 -1.25506  -0.607
C5 -1.36375 0.92537 0.82716  -0.666
C6 0.20970 0.57150 0.96853  -0.030
H1 1.94173 -0.07531 1.76751  0.274
H2 2.33232 1.49032 0.65862  0.375
H3 2.61030 -0.27871 -1.01521  0.380
H4 2.15973 -1.61894 -0.00227  0.324
H5 0.47082 0.47294 -1.23877  0.220
H6 -1.38296 -0.51739 -2.26322  0.424
H7 -1.62286 -1.68486 -0.98622  0.252
H8 -1.81594 1.28330 -1.14557  0.293
H9 -2.08477 0.45516 1.50463  0.261
H10 -1.50794 1.97004 1.06204  0.410
H11 0.26644 1.05746 0.02341  0.067
H12 0.65391 -1.26691 1.02143  0.300
N1 -1.82481 0.52141 -0.48888  -0.454
N2 -0.03640 -0.77662 0.52291  -0.483

Forces on the atoms, in the same order (eV/Å):
0.47 -1.96 2.94
-1.60 -0.61 1.23
1.56 -0.34 0.75
-4.57 -0.93 -1.26
-0.72 0.99 2.04
-1.96 1.13 -1.10
1.50 1.37 -1.22
-0.50 -1.14 0.34
2.34 0.86 -2.60
0.12 0.59 -0.12
-0.17 -0.50 0.47
0.41 0.19 -0.66
1.33 1.50 -0.10
0.28 0.27 -0.18
1.04 -0.49 0.58
-0.23 0.69 -0.76
-0.51 1.20 -0.45
0.67 -1.54 0.45
1.29 -1.86 -1.26
-0.76 0.57 0.91

The value obtained for the strongest force on any atom is 4.8 eV/A. As for the spin multiplicity: 1. The energy relative to the best compared isomer or geometry (same formula, charge and spin) comes out at 10.103 eV. As for the SMILES: C1C[C@H]2CNC[C@H]1N2.

(2)
C5H10N4 | ωB97M-V with the def2-TZVPD basis set

Last column: Mulliken charge in e.
Positions of all 19 atoms, in Å:
C1 0.44217 -2.01871 -0.02392  -0.039
C2 0.65713 0.75068 -0.62331  0.511
C3 1.73332 0.00348 0.01714  0.584
C4 0.01883 1.40410 -1.52821  -0.804
C5 -2.21022 0.42349 0.38453  -0.870
N1 1.52146 -1.29241 0.02363  -0.262
N2 -0.73945 -1.61826 0.53682  -0.008
N3 2.82789 0.61805 0.30644  -0.305
N4 -0.91613 -0.23606 0.66321  -0.129
H1 0.59573 -3.13487 -0.26274  0.418
H2 -1.12684 1.61965 -1.29767  0.125
H3 0.36757 2.11142 -2.25720  0.372
H4 -3.06123 -0.15452 0.78486  0.331
H5 -2.32984 1.42569 0.83638  0.304
H6 -2.31558 0.37686 -0.73634  0.488
H7 -1.54335 -2.21196 0.63645  0.284
H8 3.08081 1.56964 -0.07052  0.308
H9 3.59446 0.27376 1.00933  0.333
H10 -0.59673 0.08999 1.60112  0.360

Forces on the atoms, in the same order (eV/Å):
1.41 -1.72 1.56
1.98 -0.52 -0.12
-2.73 2.58 -2.37
-2.87 1.44 1.49
-1.25 -1.52 -1.19
0.00 -2.52 -0.37
0.16 2.72 -1.08
4.23 1.23 2.40
-1.13 -0.74 2.68
-0.69 1.78 0.29
2.49 -0.24 -0.62
0.59 -0.43 -0.99
0.25 -0.08 0.00
0.79 -0.47 -0.36
-0.27 0.33 1.26
-0.73 -0.58 -0.45
-0.89 -1.35 0.56
-2.02 0.32 -1.82
0.68 -0.24 -0.86

The value obtained for the strongest force on any atom is 5.0 eV/A. As for the spin multiplicity: 3. Its expectation value of S² is 2.02. Its net charge is +2. The energy relative to the best compared isomer or geometry (same formula, charge and spin) comes out at 2.972 eV.

(3)
C2H3NO | ωB97M-V with the def2-TZVPD basis set

Last column: Mulliken charge in e.
Positions of all 7 atoms, in Å:
O1 -1.01336 0.61052 -0.52722  -0.486
C1 -0.24181 -0.44169 -0.01598  -0.246
C2 1.16525 0.01820 0.07533  0.301
N1 2.16632 0.60269 0.07675  -0.360
H1 -1.15497 1.27396 0.15884  0.321
H2 -0.32022 -1.27178 -0.73155  0.232
H3 -0.60121 -0.79191 0.96383  0.237

Forces on the atoms, in the same order (eV/Å):
-0.52 0.15 -0.03
0.17 -0.25 0.00
1.00 0.87 -0.02
-1.07 -0.97 0.11
0.10 -0.07 -0.09
0.11 0.22 0.26
0.22 0.05 -0.24

The value obtained for the strongest force on any atom is 1.5 eV/A. As for the spin multiplicity: 1. The energy relative to the best compared isomer or geometry (same formula, charge and spin) comes out at 0.658 eV. As for the SMILES: N#CCO.

(4)
C2H5BO2 | ωB97M-V with the def2-TZVPD basis set

Last column: Mulliken charge in e.
Positions of all 10 atoms, in Å:
B1 -2.32063 0.51138 0.16849  0.286
C1 -0.88648 0.54490 -0.47317  0.063
C2 1.23170 -0.27207 0.28336  -0.539
O1 -2.10955 -0.73766 0.38608  -0.443
O2 0.17530 0.67184 0.34830  -0.233
H1 -2.94373 1.35551 0.46624  -0.091
H2 -0.65967 0.03608 -1.44992  0.215
H3 2.22596 0.28613 0.29580  0.215
H4 1.13551 -0.76700 -0.66789  0.319
H5 1.15750 -1.02910 1.20205  0.208

Forces on the atoms, in the same order (eV/Å):
1.79 -1.10 -0.14
1.76 -1.79 0.43
1.18 -0.57 1.40
0.41 0.28 -0.82
-1.58 0.59 -0.52
-2.31 2.01 0.80
-0.17 0.30 0.96
-1.37 -0.72 0.24
0.20 -0.68 -0.22
0.10 1.68 -2.12

The value obtained for the strongest force on any atom is 3.2 eV/A. As for the spin multiplicity: 1. The energy relative to the best compared isomer or geometry (same formula, charge and spin) comes out at 4.131 eV.